The following is a DFT calculation (ωB97M-V/def2-TZVPD) of a molecular structure, C4H9N2O.

Largest force on an atom, eV Å⁻¹: 10.08
Molecular weight, g mol⁻¹: 101.1
Expectation value of S²: 2.008
Spin multiplicity: 3
Total energy, eV: -9308.70112
Net charge: +1
ΔE to the lowest compared entry with this formula, charge and spin, kcal/mol: 46.5
HOMO energy (alpha / beta), eV: -8.326 / -14.084

CARTESIAN COORDINATES (ANGSTROEM)
C1 -0.25971 -0.94049 -0.39650
C2 -1.25375 0.11427 0.12010
C3 -0.60258 1.00230 1.11643
C4 1.26386 0.72128 0.34635
N1 0.94581 -0.55846 -0.28918
N2 -0.68603 -2.01874 -0.98286
O1 1.75042 1.53378 -0.64068
H1 -1.54354 0.86471 -0.74234
H2 -2.14062 -0.33091 0.54337
H3 -0.78731 2.05299 1.13185
H4 -0.28834 0.57520 2.06283
H5 1.71583 0.75763 1.37765
H6 1.76700 -1.08806 -0.74033
H7 -1.64957 -2.37802 -1.01183
H8 -0.14351 -2.72728 -1.50044
H9 1.91204 2.41981 -0.39442

***

The following is a DFT calculation (ωB97M-V/def2-TZVPD) of 2 unconnected molecules or ions with the total composition C4H12N2O.

Largest force on an atom, eV Å⁻¹: 0.32
Molecular weight, g mol⁻¹: 104.2
SMILES string: C=CN.CNCO
Total energy, eV: -9369.23745
ΔE to the lowest compared entry with this formula, charge and spin, kcal/mol: 45.1
HOMO energy, eV: -8.157

CARTESIAN COORDINATES (ANGSTROEM)
C1 -3.56060 -0.90865 1.03442
C2 -3.32752 0.00353 0.09450
N1 -2.08403 0.48602 -0.30959
H1 -2.77266 -1.34635 1.63342
H2 -4.56444 -1.26222 1.20464
H3 -4.15832 0.41122 -0.47062
H4 -1.32263 0.20275 0.29287
H5 -2.07918 1.47435 -0.48806
C3 3.37570 0.70456 -0.79233
N2 2.55611 -0.38690 -0.29251
C4 1.21612 0.03028 0.02703
O1 0.44655 -1.03309 0.53041
H6 2.94068 1.09126 -1.71252
H7 4.37189 0.32187 -1.00271
H8 3.47498 1.54434 -0.09019
H9 2.99091 -0.80699 0.52285
H10 1.20571 0.81425 0.79610
H11 0.75583 0.42793 -0.88318
H12 0.53490 -1.76814 -0.09454

***

The following is a DFT calculation (ωB97M-V/def2-TZVPD) of CH3N3O2Si in the gas phase.

Largest force on an atom, eV Å⁻¹: 4.65
Molecular weight, g mol⁻¹: 117.1
SMILES string: N#C[Si@H](N)[N+](=O)[O-]
Total energy, eV: -17525.92233
ΔE to the lowest compared entry with this formula, charge and spin, kcal/mol: 16.1
HOMO energy, eV: -10.325

CARTESIAN COORDINATES (ANGSTROEM)
N1 -1.24675 1.66312 -2.06664
C1 -1.24498 1.01786 -1.11664
Si1 -0.59159 0.03183 0.36083
N2 0.68361 0.65055 1.28756
N3 0.45118 -1.26976 -0.91468
O1 -0.19165 -2.08355 -1.53463
O2 1.66968 -1.24720 -0.75617
H1 -1.51039 -0.31345 1.33127
H2 0.30979 0.76109 2.26819
H3 1.67110 0.78950 1.14091

***

The following is a DFT calculation (ωB97M-V/def2-TZVPD) of C17H17NO4 in the gas phase.

Largest force on an atom, eV Å⁻¹: 0.93
Molecular weight, g mol⁻¹: 299.3
SMILES string: COc1ccccc1OCCCn1c(=O)oc2ccccc21
Total energy, eV: -27585.14826
ΔE to the lowest compared entry with this formula, charge and spin, kcal/mol: 19.9
HOMO energy, eV: -8.324

CARTESIAN COORDINATES (ANGSTROEM)
C1 -3.53205 -1.81166 -0.46739
O1 -2.63004 -1.32728 0.49525
C2 -1.41412 -1.93365 0.60716
C3 -0.95453 -2.95884 -0.20323
C4 0.32049 -3.47804 -0.02408
C5 1.13820 -2.98085 0.96749
C6 0.68904 -1.95919 1.79282
C7 -0.57888 -1.42823 1.62905
O2 -1.12928 -0.43880 2.39672
C8 -0.27722 0.47610 3.04907
C9 0.53444 1.31449 2.05770
C10 -0.39903 2.03335 1.07770
N1 0.31010 2.50206 -0.08326
C11 0.69832 3.80927 -0.27468
O3 0.47516 4.73669 0.45124
O4 1.38422 3.88855 -1.44955
C12 1.43828 2.63318 -1.98782
C13 2.02874 2.21733 -3.16008
C14 1.93275 0.86488 -3.46332
C15 1.27202 -0.02181 -2.62458
C16 0.67588 0.39764 -1.44440
C17 0.77020 1.74184 -1.13789
H1 -3.14170 -1.68994 -1.48392
H2 -4.43209 -1.20947 -0.35449
H3 -3.77802 -2.86454 -0.29608
H4 -1.57812 -3.35518 -0.98853
H5 0.66447 -4.27179 -0.66912
H6 2.13013 -3.38062 1.11020
H7 1.33743 -1.58793 2.57089
H8 -0.95681 1.11765 3.61548
H9 0.39071 -0.03129 3.75631
H10 1.14163 2.03675 2.60357
H11 1.20192 0.65918 1.49273
H12 -1.18740 1.34652 0.75495
H13 -0.85339 2.90681 1.55100
H14 2.53900 2.91269 -3.80522
H15 2.38382 0.49851 -4.37221
H16 1.22008 -1.06627 -2.89128
H17 0.16565 -0.29814 -0.79819

***

The following is a DFT calculation (ωB97M-V/def2-TZVPD) of C10H12FN3O in the gas phase.

Largest force on an atom, eV Å⁻¹: 5.21
Molecular weight, g mol⁻¹: 209.2
SMILES string: CN1C[C@@H]([C@H]2C=NC=C/C2=C\O)N=C1F
Total energy, eV: -19796.16307
HOMO energy, eV: -8.050

CARTESIAN COORDINATES (ANGSTROEM)
C1 -2.53503 1.05938 2.01013
N1 -1.65541 0.74266 0.85848
C2 -0.25928 1.11718 0.58681
C3 -0.01321 1.20042 -0.89709
C4 1.05819 0.23375 -1.40618
C5 2.47405 0.78661 -1.13308
N2 3.27439 0.41239 -0.20110
C6 2.85546 -0.66648 0.55380
C7 1.79441 -1.44362 0.28291
C8 0.90460 -1.12951 -0.74044
C9 -0.16501 -1.83644 -0.96507
O1 -0.46004 -3.04943 -0.36652
N3 -1.39835 0.68532 -1.36958
C10 -2.06041 0.32371 -0.39603
F1 -3.28382 -0.15001 -0.49992
H1 -2.22144 0.41770 2.84848
H2 -2.51222 2.06274 2.46218
H3 -3.51220 0.75305 1.87389
H4 0.47941 0.43441 1.01625
H5 0.10877 2.10135 1.13025
H6 0.16386 2.18868 -1.46100
H7 1.07203 0.25357 -2.44635
H8 2.93392 1.20561 -1.99779
H9 3.54958 -0.86657 1.38197
H10 1.65323 -2.42666 0.72863
H11 -0.86089 -1.44575 -1.80576
H12 -1.38457 -2.96404 -0.04790

***

The following is a DFT calculation (ωB97M-V/def2-TZVPD) of a molecular structure, C5H10O.

Largest force on an atom, eV Å⁻¹: 1.17
Molecular weight, g mol⁻¹: 86.1
Total energy, eV: -7391.77387
ΔE to the lowest compared entry with this formula, charge and spin, kcal/mol: 69.0
HOMO energy, eV: -8.972

CARTESIAN COORDINATES (ANGSTROEM)
C1 2.13889 -0.02069 -0.35923
C2 0.99598 -0.75417 0.40848
C3 -0.37910 -0.47547 -0.24501
C4 -2.12779 0.02565 0.45254
C5 -0.61666 0.92672 -0.45190
O1 -0.19070 1.80044 0.29754
H1 1.91550 1.04672 -0.41918
H2 3.08776 -0.12230 0.18610
H3 2.31502 -0.40040 -1.37470
H4 1.24684 -1.82271 0.46786
H5 0.98252 -0.33146 1.40954
H6 -0.68095 -1.21691 -0.98972
H7 -2.07077 -0.20067 1.50777
H8 -2.55625 1.05341 0.39553
H9 -2.79466 -0.59967 -0.13308
H10 -1.20246 1.09970 -1.36705